(1)
Here is a molecular structure, C51H44ClInN2PSb2 at a distorted geometry from the OMol25 dataset. Energies are from ωB97M-V/def2-TZVPD.

Computed properties:
total charge	+3
HOMO-LUMO gap	4.51	eV
largest force on an atom	1.6	eV/A

XYZ file:
```
102
Properties=species:S:1:pos:R:3:forces:R:3:nbo_charge:R:1
In -1.399 0.583 -0.105 -0.2404 -0.0273 -0.0100 0.77
Cl -0.803 -0.413 2.572 0.6049 0.9220 0.1802 -0.03
C -1.602 -1.815 3.201 -0.5369 -0.9021 0.1652 -0.03
C -1.707 -1.962 4.571 0.0358 0.1037 0.1007 -0.22
C -2.358 -3.079 5.073 0.0476 0.1069 -0.1018 -0.15
C -2.898 -4.020 4.210 -0.0573 -0.0762 -0.0289 -0.20
C -2.794 -3.852 2.840 0.0775 0.1738 0.0848 -0.11
C -2.125 -2.746 2.315 0.3011 0.2199 -0.2241 -0.40
P -1.930 -2.494 0.512 -0.6741 -0.2330 0.2295 0.73
C -1.246 -4.078 -0.065 0.2174 0.3511 -0.1135 -0.28
C -1.242 -4.277 -1.447 -0.0236 0.0705 0.1106 -0.27
C -0.711 -5.433 -1.985 0.0016 -0.0499 -0.0790 -0.20
C -0.168 -6.397 -1.146 0.0707 0.0276 0.0907 -0.18
C -0.139 -6.188 0.226 0.0481 -0.1481 -0.1361 -0.19
C -0.666 -5.029 0.770 -0.1304 0.1387 0.0009 -0.22
C -3.692 -2.566 0.034 0.2572 0.0272 -0.2046 -0.27
C -4.320 -3.714 -0.439 0.1179 0.1671 0.1373 -0.23
C -5.677 -3.688 -0.710 -0.1210 -0.0404 -0.0522 -0.18
C -6.411 -2.530 -0.513 0.0202 -0.0072 0.0190 -0.18
C -5.784 -1.380 -0.055 -0.0990 0.0985 0.0207 -0.19
C -4.428 -1.395 0.210 0.1884 -0.1426 -0.0174 -0.26
H -1.288 -1.223 5.236 0.0153 0.0733 0.0543 0.25
H -2.451 -3.203 6.141 0.0231 -0.0183 0.0819 0.25
H -3.402 -4.889 4.606 -0.0662 -0.0331 0.0267 0.24
H -3.230 -4.581 2.172 -0.0301 -0.0569 -0.0577 0.22
H -1.703 -3.529 -2.086 -0.0148 -0.0494 -0.0970 0.21
H -0.736 -5.594 -3.052 -0.0135 -0.0452 -0.0909 0.23
H 0.236 -7.309 -1.558 0.0240 -0.0840 -0.0497 0.24
H 0.283 -6.942 0.874 0.0422 -0.0364 0.0489 0.24
H -0.650 -4.882 1.840 0.0450 -0.0081 0.0213 0.23
H -3.756 -4.626 -0.574 -0.0049 -0.0628 -0.0424 0.23
H -6.163 -4.581 -1.074 -0.0766 -0.0839 -0.0136 0.24
H -7.473 -2.528 -0.703 -0.0824 0.0302 -0.0573 0.24
H -6.357 -0.479 0.101 -0.0886 0.0878 0.0316 0.22
H -3.936 -0.505 0.611 -0.1367 -0.0032 0.0017 0.18
C 2.242 -0.860 -0.738 -0.0868 0.1429 -0.1076 -0.68
C 2.586 -1.981 -1.698 0.2410 -0.0431 -0.0869 -0.46
C 1.592 -2.162 -2.835 0.2586 0.5123 -0.4992 -0.80
Sb 0.787 -0.284 -3.683 0.0574 -0.3698 -1.3752 1.36
C 1.561 -0.188 -5.699 -0.4809 -0.1309 1.5096 -0.38
C 2.490 -1.074 -6.242 0.2410 -0.2247 -0.0802 -0.24
C 2.815 -0.974 -7.585 0.1291 -0.1999 0.1489 -0.20
C 2.221 -0.009 -8.388 -0.0779 0.0252 0.1361 -0.10
C 1.301 0.878 -7.844 -0.1277 0.1035 0.0354 -0.20
C 0.974 0.796 -6.503 -0.2006 0.1852 0.0417 -0.24
C 1.980 2.501 -2.694 0.2891 -0.7318 0.0956 -0.28
C 1.015 3.301 -2.095 -0.2816 0.0407 0.3404 -0.26
C 0.515 4.400 -2.775 -0.0190 -0.1364 0.2386 -0.19
C 0.975 4.708 -4.048 0.0882 -0.0433 -0.0687 -0.13
C 1.944 3.912 -4.636 0.1050 -0.0350 -0.0517 -0.20
C 2.452 2.809 -3.963 0.1902 -0.0760 -0.2708 -0.27
Sb 3.022 1.075 -1.433 0.7024 0.4455 0.6945 1.67
C 3.274 2.302 0.288 -0.0195 -0.4549 -0.4598 -0.38
C 2.372 2.244 1.341 -0.2471 -0.2858 -0.0623 -0.25
C 2.463 3.176 2.363 -0.0844 -0.0208 -0.0015 -0.18
C 3.445 4.154 2.322 0.0257 -0.0201 0.0013 -0.16
C 4.368 4.178 1.286 0.0254 0.0550 -0.0303 -0.19
C 4.282 3.255 0.257 0.0906 -0.0566 -0.2759 -0.16
C 4.907 0.562 -2.276 -0.5738 0.2270 0.2793 -0.29
C 6.006 0.512 -1.427 -0.1174 0.0625 0.2083 -0.24
C 7.250 0.202 -1.952 0.0437 0.0049 0.0544 -0.18
C 7.397 -0.039 -3.310 -0.0137 -0.0222 0.0330 -0.15
C 6.292 -0.007 -4.146 -0.1132 -0.0167 -0.0545 -0.18
C 5.040 0.282 -3.629 -0.2181 0.0120 -0.1213 -0.27
H 2.789 -0.991 0.198 -0.0133 0.2557 0.0624 0.27
H 1.170 -0.839 -0.517 0.1126 0.1792 0.0527 0.23
H 2.601 -2.914 -1.126 0.0510 0.0171 0.0064 0.26
H 3.603 -1.836 -2.081 -0.1324 -0.1320 -0.0083 0.23
H 0.697 -2.666 -2.458 -0.2022 0.1531 -0.0592 0.27
H 2.012 -2.782 -3.627 -0.0543 0.0728 -0.0487 0.25
H 2.961 -1.838 -5.634 -0.0297 0.0107 -0.0301 0.22
H 3.529 -1.663 -8.008 0.0707 -0.0715 -0.0714 0.25
H 2.464 0.051 -9.438 0.0617 -0.0126 -0.0707 0.25
H 0.832 1.624 -8.467 -0.0233 0.0542 -0.0391 0.25
H 0.252 1.487 -6.080 0.0131 0.0152 -0.0607 0.23
H 0.696 3.110 -1.076 -0.0506 0.0242 -0.0485 0.22
H -0.213 5.032 -2.291 -0.0803 0.0819 0.0328 0.24
H 0.606 5.582 -4.564 -0.0530 0.0155 -0.0223 0.25
H 2.337 4.158 -5.612 0.0017 0.0233 -0.0634 0.25
H 3.236 2.229 -4.426 0.0404 -0.0363 -0.0474 0.23
H 1.603 1.472 1.368 0.0767 0.0838 0.0784 0.21
H 1.768 3.138 3.190 -0.0247 0.0165 0.0358 0.24
H 3.491 4.901 3.099 0.0518 0.0210 0.1043 0.25
H 5.151 4.921 1.268 0.0388 0.0753 0.0191 0.25
H 4.988 3.276 -0.567 0.0243 0.1135 0.0811 0.22
H 5.897 0.713 -0.366 0.0792 0.0155 -0.0328 0.23
H 8.102 0.158 -1.292 0.1164 0.0000 0.0263 0.25
H 8.371 -0.262 -3.716 0.0834 -0.0133 -0.0136 0.25
H 6.395 -0.199 -5.203 0.0653 -0.0525 -0.0841 0.24
H 4.173 0.276 -4.282 0.0733 0.0369 -0.0819 0.20
N -1.897 6.255 3.383 0.2888 0.3254 0.3268 -0.21
C -2.460 5.544 2.687 0.0424 0.0059 0.0572 0.23
C -3.114 4.641 1.809 -0.3393 -0.4391 -0.4839 -0.18
C -4.362 4.926 1.249 0.2129 -0.2016 -0.0426 -0.08
C -4.918 4.005 0.377 0.0578 0.0081 0.0298 -0.23
C -4.223 2.840 0.098 -0.2609 -0.0512 -0.1416 0.06
N -3.034 2.564 0.631 0.2190 -0.4365 -0.0496 -0.56
C -2.493 3.442 1.464 0.1820 0.0987 0.1832 0.08
H -4.867 5.850 1.484 -0.0468 0.0754 0.0495 0.26
H -5.874 4.195 -0.085 -0.0750 -0.0358 -0.0259 0.26
H -4.623 2.089 -0.575 -0.0800 0.1006 -0.0002 0.21
H -1.521 3.178 1.874 -0.0650 0.1641 0.0794 0.21
```
Positions in Å, forces in eV/Å.



(2)
Here is a molecular structure, C51H45HfN8P from the OMol25 dataset. Energies are from ωB97M-V/def2-TZVPD.

Computed properties:
total charge	+4
HOMO-LUMO gap	5.99	eV
largest force on an atom	0.7	eV/A

XYZ file:
```
106
Properties=species:S:1:pos:R:3:forces:R:3:mulliken_charge:R:1
Hf 0.098 0.385 -0.617 -0.1944 0.6867 0.1577 -1.00
C 0.230 -1.843 4.594 -0.0035 -0.0035 -0.0350 -0.91
N 0.170 -0.860 3.504 -0.1048 0.0927 -0.0665 0.38
C 0.224 -1.115 2.188 0.0662 0.1123 0.0048 -0.17
N 0.076 0.044 1.522 0.1621 -0.5069 -0.0663 -0.21
C -0.145 1.038 2.444 -0.1742 -0.0370 -0.0427 0.24
C -0.054 0.495 3.702 0.0564 0.0381 -0.0758 1.27
C -0.228 1.110 5.021 -0.0126 0.0673 -0.0031 -0.35
C 0.798 1.067 5.965 -0.0156 -0.0065 0.0448 -0.30
C 0.619 1.672 7.199 -0.0129 0.0022 -0.0098 -0.79
C -0.576 2.318 7.488 0.0034 0.0035 0.0129 -0.46
C -1.596 2.364 6.548 0.0092 -0.0166 -0.0144 -0.83
C -1.426 1.763 5.311 -0.0033 0.0261 0.0437 -0.24
C -0.721 2.262 1.877 0.1093 0.0597 0.1293 0.50
C -0.368 3.554 2.248 -0.0628 -0.0526 0.0019 -0.61
C -1.005 4.627 1.642 -0.0032 0.0265 0.0240 -0.79
C -1.986 4.424 0.672 -0.0359 0.0030 -0.0447 -1.02
C -2.339 3.140 0.292 0.0101 0.0247 0.0505 -0.37
C -1.706 2.053 0.893 0.0433 0.0093 -0.0464 -0.99
P 0.185 -2.754 1.363 -0.0181 -0.0667 -0.0135 -0.36
C 1.511 -2.361 0.169 -0.0365 0.0857 0.0249 -0.34
N 1.539 -1.246 -0.585 -0.0947 -0.0683 0.0897 -0.04
C 2.742 -1.246 -1.263 0.0746 0.0579 0.0051 0.27
C 3.455 -2.362 -0.909 -0.0626 0.0709 -0.0179 1.01
N 2.646 -3.045 -0.012 -0.0137 0.0722 -0.0597 0.44
C 2.990 -4.346 0.581 -0.0303 0.0226 -0.0194 -0.95
C 4.759 -2.844 -1.376 -0.0097 0.0203 -0.0638 -0.20
C 4.949 -3.052 -2.743 0.0389 -0.0187 0.0230 -0.18
C 6.180 -3.490 -3.205 -0.0175 0.0148 0.0169 -0.84
C 7.216 -3.715 -2.309 0.0163 -0.0079 -0.0093 -0.44
C 7.029 -3.504 -0.948 0.0042 0.0009 -0.0031 -0.83
C 5.802 -3.067 -0.477 0.0227 -0.0254 -0.0104 -0.15
C 2.987 -0.136 -2.183 0.0082 0.0025 0.0773 0.29
C 4.239 0.453 -2.354 -0.0625 -0.0380 -0.0163 -0.63
C 4.378 1.502 -3.247 -0.0181 0.0322 -0.0165 -0.93
C 3.283 1.987 -3.970 -0.0048 -0.0026 0.0332 -0.67
C 2.035 1.421 -3.793 0.0572 -0.0079 0.0048 -0.91
C 1.886 0.364 -2.892 -0.1390 -0.0967 -0.1387 -0.59
C -1.242 -2.345 0.263 0.0490 0.0352 -0.0156 -0.25
N -1.342 -1.229 -0.481 0.1374 -0.2917 0.0461 0.14
C -2.596 -1.208 -1.043 -0.0606 -0.0218 -0.0086 0.32
C -3.277 -2.333 -0.650 0.0479 0.0525 0.0149 1.16
N -2.393 -3.029 0.164 0.0017 0.0956 -0.0388 0.43
C -2.693 -4.333 0.773 0.0342 0.0155 -0.0158 -0.93
C -4.624 -2.798 -0.991 0.0142 0.0294 -0.0540 -0.23
C -5.572 -3.037 0.005 -0.0263 -0.0277 -0.0069 -0.07
C -6.846 -3.449 -0.348 0.0126 -0.0029 0.0005 -0.89
C -7.175 -3.623 -1.686 -0.0131 -0.0029 -0.0105 -0.44
C -6.234 -3.382 -2.679 0.0230 0.0038 0.0131 -0.87
C -4.957 -2.968 -2.336 -0.0571 -0.0041 0.0131 -0.10
C -2.922 0.000 -1.796 -0.0634 0.0078 0.0041 -0.12
C -4.197 0.548 -1.842 0.0304 -0.0313 -0.0080 -0.68
C -4.398 1.767 -2.479 -0.0266 0.0136 -0.0569 -0.98
C -3.341 2.466 -3.061 0.0572 -0.0360 -0.0611 -1.00
C -2.066 1.933 -3.026 -0.0749 0.0018 0.0090 -0.33
C -1.851 0.708 -2.383 0.1484 -0.0841 -0.0415 -0.10
H -0.105 -2.808 4.221 0.0379 -0.0080 0.0279 0.44
H -0.429 -1.503 5.388 0.0224 -0.0338 0.0132 0.38
H 1.248 -1.915 4.969 -0.0130 -0.0288 0.0214 0.34
H 1.738 0.578 5.738 0.0143 -0.0007 -0.0154 0.48
H 1.412 1.642 7.933 0.0090 0.0033 0.0138 0.44
H -0.712 2.787 8.453 -0.0044 0.0004 0.0097 0.45
H -2.528 2.861 6.783 -0.0074 0.0102 0.0044 0.45
H -2.227 1.789 4.581 0.0081 -0.0112 -0.0063 0.51
H 0.372 3.716 3.021 0.0242 -0.0060 0.0025 0.69
H -0.760 5.635 1.951 0.0091 0.0033 -0.0016 0.54
H -2.508 5.276 0.255 0.0010 0.0019 -0.0181 0.58
H -3.136 2.977 -0.421 0.0362 0.0153 0.0509 0.65
H -2.119 1.051 0.748 -0.0357 0.0686 0.0688 1.14
H 3.612 -4.881 -0.131 -0.0002 -0.0257 0.0293 0.37
H 2.077 -4.906 0.766 0.0241 -0.0108 0.0266 0.43
H 3.541 -4.196 1.507 0.0055 -0.0327 0.0002 0.36
H 4.134 -2.892 -3.438 -0.0142 0.0059 -0.0030 0.50
H 6.329 -3.664 -4.261 0.0009 -0.0037 -0.0107 0.46
H 8.175 -4.061 -2.671 0.0077 -0.0035 -0.0004 0.45
H 7.842 -3.678 -0.257 0.0076 0.0009 0.0109 0.44
H 5.667 -2.888 0.583 -0.0125 0.0097 0.0136 0.48
H 5.095 0.076 -1.812 0.0006 -0.0063 0.0109 0.67
H 5.355 1.941 -3.402 0.0089 -0.0044 -0.0099 0.50
H 3.429 2.770 -4.701 -0.0138 0.0179 0.0031 0.57
H 1.196 1.746 -4.397 0.0012 0.0030 -0.0144 0.52
H 0.986 -0.255 -2.983 0.0572 -0.1110 0.0147 1.38
H -3.349 -4.874 0.096 0.0029 -0.0266 0.0315 0.36
H -3.192 -4.190 1.729 -0.0045 -0.0358 -0.0008 0.37
H -1.767 -4.885 0.907 -0.0223 -0.0148 0.0215 0.44
H -5.326 -2.888 1.050 0.0119 0.0101 0.0099 0.48
H -7.585 -3.635 0.420 -0.0087 0.0014 0.0094 0.45
H -8.169 -3.950 -1.957 -0.0096 -0.0033 0.0010 0.46
H -6.493 -3.528 -3.719 -0.0033 -0.0044 -0.0107 0.47
H -4.216 -2.798 -3.108 0.0167 0.0093 -0.0028 0.52
H -5.030 0.026 -1.390 0.0078 -0.0149 0.0108 0.64
H -5.397 2.180 -2.524 -0.0134 -0.0010 -0.0090 0.49
H -3.531 3.397 -3.576 0.0102 0.0180 0.0020 0.49
H -1.250 2.429 -3.534 0.0019 0.0043 -0.0161 0.49
H -0.946 0.151 -2.674 -0.1955 -0.0973 -0.2066 1.31
C 0.445 5.798 -1.880 0.0439 -0.0054 0.0366 -0.82
N 1.386 4.674 -1.665 0.0161 -0.0037 0.0128 0.12
C 2.839 4.948 -1.758 -0.0493 0.0051 -0.0215 -0.86
C 0.960 3.514 -1.359 -0.1273 -0.1664 0.0828 0.57
N 0.562 2.443 -1.087 0.3419 0.0824 0.0817 -0.45
H 0.541 6.138 -2.909 -0.0100 0.0214 0.0152 0.34
H 0.706 6.601 -1.193 -0.0162 0.0049 -0.0170 0.35
H -0.568 5.457 -1.686 -0.0391 0.0238 -0.0173 0.26
H 3.040 5.401 -2.727 0.0210 0.0050 0.0046 0.36
H 3.386 4.015 -1.661 0.0469 0.0061 0.0049 0.27
H 3.115 5.634 -0.959 0.0181 -0.0018 -0.0194 0.35
```
Positions in Å, forces in eV/Å.